Record 1
Formula: C26H32BrO4Sr
Source: the OMol25 dataset
Level of theory: ωB97M-V/def2-TZVPD

Properties
Electronic energy in Ha: -3915.6966
Maximum force in eV/Å: 2.4
Charge: -1
HOMO-LUMO gap in eV: 5.8675

Geometry as XYZ:
```
64
C26H32BrO4Sr (ωB97M-V/def2-TZVPD)
O 0.2984 0.0010 -5.2845
C 0.0931 1.3077 -5.9302
C 0.0109 0.7151 -7.3339
H 0.9553 1.9615 -5.7408
H -0.8401 1.7893 -5.6019
C 0.1506 -0.6317 -6.5872
H 0.8716 0.9710 -7.9556
H -0.9521 0.8676 -7.8270
C 1.3965 -1.4017 -6.9642
H 2.2872 -0.7771 -6.8408
H 1.3241 -1.7386 -8.0060
H 1.4966 -2.2802 -6.3203
C -1.1018 -1.4838 -6.6409
H -1.9818 -0.9139 -6.3205
H -0.9905 -2.3537 -5.9845
H -1.2670 -1.8427 -7.6656
Sr 0.0534 -0.0726 1.8162
C -2.6071 -0.8351 2.7864
C -2.7106 0.5828 2.9400
C -2.8964 1.1564 1.6457
H -2.7130 1.1279 3.8876
C -2.9623 0.0915 0.7012
C -2.7240 -1.1350 1.3962
H -2.6821 -2.1274 0.9432
H -2.5195 -1.5669 3.5927
H -3.0199 2.2168 1.4162
H -3.2431 0.1871 -0.3501
C 1.3014 -2.5065 3.0165
C 0.3322 -3.0162 2.1041
C 0.7909 -2.7481 0.7794
H -0.5728 -3.5636 2.3727
C 2.0490 -2.0721 0.8772
C 2.3660 -1.9266 2.2610
H 3.2790 -1.4886 2.6701
H 1.2701 -2.5907 4.1040
H 0.3073 -3.0554 -0.1504
H 2.6830 -1.7747 0.0377
O 0.1017 0.7603 -0.6383
C -0.3433 -0.3676 -1.4618
C -0.8475 0.2525 -2.7410
H -1.1277 -0.9446 -0.9468
H 0.5221 -1.0253 -1.6421
C 0.0408 1.4941 -2.8986
H -1.8883 0.5685 -2.6065
H -0.7657 -0.4137 -3.5955
C 0.3602 1.9239 -1.4785
H -0.4254 2.2799 -3.4990
H 0.9830 1.1969 -3.3784
H -0.3005 2.7457 -1.1660
H 1.4147 2.2216 -1.3619
Br 3.1084 2.5364 4.9041
C 1.9169 2.0402 6.2801
C 2.1575 2.5245 7.5792
C 1.4060 2.0669 8.6670
C 0.3841 1.1430 8.4448
C 0.0954 0.7120 7.1471
C 0.8305 1.1604 6.0382
C 0.4832 0.6648 4.6556
O -0.0067 -0.5068 4.5329
O 0.6926 1.4441 3.6667
H 2.9445 3.2554 7.7298
H 1.6243 2.4429 9.6630
H -0.1831 0.7547 9.2888
H -0.7104 -0.0033 6.9733
```

Record 2
Formula: C26H32Cl23FNO7P
Source: the OMol25 dataset
Level of theory: ωB97M-V/def2-TZVPD

Properties
Electronic energy in Ha: -12616.4272
Maximum force in eV/Å: 9.0
Charge: 0
HOMO-LUMO gap in eV: 6.9518

Geometry as XYZ:
```
91
C26H32Cl23FNO7P (ωB97M-V/def2-TZVPD)
N 2.6879 2.6775 1.8034
P 3.5647 1.4676 1.1865
O 5.2029 2.0276 1.2794
O 3.2970 0.0183 2.1680
C 3.1994 1.1394 -0.6461
C 4.4420 0.8051 -1.5695
C 4.2205 0.5320 -3.0795
Cl 5.6987 0.1084 -4.0660
C 2.8252 0.6054 -3.7911
O 2.6996 0.3437 -5.1955
C 1.6027 0.9344 -2.8710
C 1.8095 1.1737 -1.3236
C 0.5002 1.4567 -0.4694
O 0.3581 1.0185 0.7109
C -0.6961 2.2817 -1.1472
C -1.5902 3.2516 -0.3241
C -1.3601 3.5353 1.2403
O -2.3060 2.8529 2.1106
O -2.7773 1.7400 1.4954
C -2.7601 3.9837 -1.0333
C -2.9986 3.7663 -2.5608
C -2.0465 2.8117 -3.3618
F -2.2915 2.6922 -4.7532
C -0.8917 2.0323 -2.6938
C 0.1108 1.0420 -3.4758
O -0.2089 0.3992 -4.5068
H 2.0546 3.0222 1.0663
H 5.0907 3.0062 1.1413
H 3.6504 0.3024 3.0540
H 5.5089 0.7276 -1.1649
H 2.1485 -0.4782 -5.2656
H -1.4686 4.6712 1.4337
H -0.2610 3.2958 1.5038
H -3.7006 1.9529 1.1980
H -3.4769 4.7017 -0.5119
H -3.8296 4.2873 -3.1441
C -4.3279 5.2651 4.1383
Cl -3.9164 5.7298 2.4841
Cl -6.0793 5.1896 4.3598
H -3.9017 4.2844 4.3469
H -3.9142 6.0011 4.8260
C -3.5668 -0.6879 -0.5890
Cl -3.1314 -1.4003 -2.1472
Cl -4.6265 0.7119 -0.8025
H -4.0843 -1.4363 0.0109
H -2.6580 -0.3698 -0.0783
C 6.1232 -1.5472 0.8374
Cl 4.6826 -0.5064 0.8101
Cl 7.3017 -0.9758 2.0239
H 5.8181 -2.5602 1.0984
H 6.5864 -1.5443 -0.1503
C -8.0018 -0.3537 -1.4362
Cl -8.8172 1.1297 -1.9454
Cl -9.0652 -1.3605 -0.4461
H -7.7049 -0.9160 -2.3204
H -7.1213 -0.0910 -0.8534
C -5.3455 0.0480 3.3581
Cl -5.0343 -1.1803 2.1246
Cl -5.5215 1.6494 2.6333
H -6.2638 -0.2043 3.8865
H -4.5106 0.0655 4.0572
C 4.4966 -5.0315 2.5818
Cl 4.9928 -4.7729 0.9043
Cl 5.8667 -4.8609 3.6846
H 3.7374 -4.2956 2.8433
H 4.0864 -6.0356 2.6784
C 8.4467 2.4187 2.9283
Cl 10.1644 2.5316 2.5272
Cl 7.5147 3.6763 2.1094
H 8.0740 1.4448 2.6171
H 8.3263 2.5338 4.0046
C -6.9953 -4.4204 0.3193
Cl -6.4920 -4.1365 -1.3515
Cl -5.6359 -4.2407 1.4364
H -7.7675 -3.7000 0.5829
H -7.3900 -5.4303 0.4031
C 3.5064 -0.1713 -8.3545
Cl 2.7780 -1.7509 -8.6722
Cl 5.2082 -0.3299 -7.9060
H 3.4329 0.4395 -9.2532
H 2.9696 0.3079 -7.5379
C -8.9679 -5.7942 3.1284
Cl -8.6576 -7.0339 1.9066
Cl -9.1452 -4.1935 2.3951
H -9.8867 -6.0436 3.6572
H -8.1338 -5.7715 3.8283
C 8.8348 -4.2203 0.7494
Cl 9.5600 -3.7860 2.3010
Cl 9.0985 -2.9534 -0.4560
H 9.2861 -5.1456 0.3944
H 7.7635 -4.3614 0.8866
```

Record 3
Formula: C26H32Cl4GeI2O2P2Ti
Source: the OMol25 dataset
Level of theory: ωB97M-V/def2-TZVPD

Properties
Electronic energy in Ha: -7204.8457
Maximum force in eV/Å: 0.9
Charge: +3
HOMO-LUMO gap (alpha / beta) in eV: 6.1345 / 5.8834
2S+1: 2

Geometry as XYZ:
```
70
C26H32Cl4GeI2O2P2Ti (ωB97M-V/def2-TZVPD)
Ti -0.0083 -1.6296 0.8182
Cl -1.3647 -0.7565 2.7986
C -0.2376 0.3802 3.5992
C -0.2348 0.4052 4.9729
C 0.6381 1.3051 5.5809
C 1.4619 2.1109 4.8133
C 1.4254 2.0479 3.4261
C 0.5498 1.1735 2.7837
P 0.3894 1.0811 0.9822
C -0.9165 2.2616 0.5726
C -1.8561 2.6362 1.5365
C -2.8173 3.5919 1.2395
C -2.8501 4.1792 -0.0176
C -1.9058 3.8256 -0.9772
C -0.9413 2.8804 -0.6839
C 1.8999 1.7506 0.2584
C 2.0501 3.1449 0.2901
C 3.2168 3.7324 -0.1693
C 4.2435 2.9429 -0.6702
C 4.0985 1.5634 -0.7184
C 2.9342 0.9707 -0.2564
H -0.8731 -0.2435 5.5573
H 0.6733 1.3622 6.6609
H 2.1472 2.7949 5.2963
H 2.0882 2.6757 2.8471
H -1.8364 2.2108 2.5313
H -3.5259 3.8932 2.0003
H -3.5957 4.9307 -0.2441
H -1.9091 4.3097 -1.9454
H -0.1813 2.6575 -1.4254
H 1.2536 3.7772 0.6651
H 3.3228 4.8089 -0.1416
H 5.1538 3.4048 -1.0292
H 4.8934 0.9498 -1.1223
H 2.8419 -0.1023 -0.3299
I -4.4043 0.5286 0.6280
C -4.7232 -1.5322 0.5444
I -2.9349 -2.7722 0.4939
H -5.2518 -1.8161 -0.3572
H -5.2269 -1.8812 1.4375
O 1.6843 -1.3097 2.0633
C 2.3757 -1.8747 1.1997
O 1.7435 -2.2125 0.1221
H 3.4400 -2.0933 1.3057
C -2.0325 0.0544 -3.5632
C -1.6324 -0.1670 -2.1033
P -0.4601 -1.5188 -1.7976
C -1.2074 -2.9504 -2.6643
C -0.7834 -4.3669 -2.3134
C 1.0627 -1.1280 -2.7180
C 1.9720 -2.3053 -3.0647
H -2.7382 0.8835 -3.6106
H -2.5268 -0.8146 -3.9952
H -1.1811 0.3176 -4.1908
H -2.5143 -0.3615 -1.4918
H -1.1892 0.7364 -1.6932
H -0.9841 -2.7330 -3.7146
H -2.2874 -2.8337 -2.5592
H 0.3009 -4.4875 -2.3024
H -1.1750 -5.0632 -3.0548
H -1.2084 -4.6760 -1.3532
H 1.5880 -0.3360 -2.1873
H 0.6962 -0.6688 -3.6421
H 2.2667 -2.8795 -2.1904
H 2.8794 -1.9294 -3.5364
H 1.4977 -2.9745 -3.7825
Cl 2.6994 -5.7629 1.1679
Ge 0.7269 -5.4029 0.5469
Cl -0.0827 -3.7163 2.0402
Cl -0.6171 -6.9798 0.8368
```

Record 4
Formula: C26H32ClN8NaS
Source: the OMol25 dataset
Level of theory: ωB97M-V/def2-TZVPD

Properties
Electronic energy in Ha: -2468.1558
Maximum force in eV/Å: 1.6
Charge: 0
HOMO-LUMO gap (alpha / beta) in eV: 5.3593 / 5.6558

Geometry as XYZ:
```
69
C26H32ClN8NaS (ωB97M-V/def2-TZVPD)
Na -0.1740 1.2590 -0.9059
C 4.6842 -1.6059 -1.5743
C 3.3712 -0.8737 -1.4636
N 3.1977 0.2973 -1.9507
N 4.2528 0.8505 -2.6192
C 4.1777 2.0789 -3.1810
N 5.3130 2.4515 -3.8262
S 2.8683 3.1094 -3.1209
C 2.1881 -1.5141 -0.8105
C 2.2894 -2.7964 -0.2558
C 1.3869 -3.6718 0.4444
C 0.0988 -3.7374 0.8730
C -0.0400 -1.1050 -0.3639
N 1.1015 -0.7593 -0.8128
H 5.5274 -0.9467 -1.3560
H 4.8147 -2.0139 -2.5804
H 4.7491 -2.4294 -0.8755
H 5.1099 0.3272 -2.7269
H 6.0100 1.7749 -4.0907
H 5.2533 3.2979 -4.3637
H 3.2648 -3.2461 -0.3526
H 1.8760 -4.6142 0.6904
H -0.3666 -4.6441 1.2419
H -1.4599 -3.3292 -1.0655
N -3.7110 0.8440 -2.9229
C -4.2052 -0.3176 -2.3258
C -5.3660 -0.8960 -2.8082
C -5.9107 -2.0033 -2.1738
C -5.2908 -2.5076 -1.0549
C -4.0861 -1.9819 -0.5466
C -3.6728 -2.6993 0.7053
C -2.5180 -3.0559 1.2747
C -1.4504 -0.7552 -0.2532
N -2.4074 -0.0998 -0.8292
C -3.5150 -0.8572 -1.2053
H -3.9485 0.9396 -3.8971
H -2.7332 0.9972 -2.7317
H -5.8520 -0.4605 -3.6741
H -6.8300 -2.4460 -2.5338
H -5.7401 -3.3454 -0.5366
H -4.5435 -3.0452 1.2589
H -2.3948 -3.6301 2.1846
H -0.2858 -1.1220 2.5609
N 1.2274 2.6981 0.3276
C 0.4627 3.9140 0.6161
C -0.2552 4.4159 -0.6315
N -1.2110 3.4180 -1.1382
H 1.6934 2.3542 1.1587
H 1.9440 2.8782 -0.3705
H 1.0774 4.7314 1.0097
H -0.2781 3.6742 1.3850
H 0.4799 4.5999 -1.4176
H -0.7299 5.3750 -0.4003
H -1.5726 3.7049 -2.0399
H -2.0165 3.3529 -0.5230
Cl -1.0069 -2.3944 0.4905
C 0.1894 -0.5752 3.3699
C 1.4674 -0.8972 3.7790
C 2.0991 -0.1457 4.7694
C 1.4384 0.9424 5.3377
C 0.1664 1.2809 4.9294
C -0.4991 0.5348 3.9250
C -1.7878 0.8731 3.4855
H 1.9768 -1.7350 3.3187
H 3.0983 -0.4037 5.0953
H 1.9320 1.5314 6.1008
H -0.3385 2.1349 5.3659
H -2.3121 1.7236 3.8994
H -2.2778 0.2961 2.7126
```

Record 5
Formula: C26H32CrNO5S
Source: the OMol25 dataset
Level of theory: ωB97M-V/def2-TZVPD

Properties
Electronic energy in Ha: -2883.4349
Maximum force in eV/Å: 5.5
Charge: -1
HOMO-LUMO gap (alpha / beta) in eV: 4.7769 / 6.1654
2S+1: 5

Geometry as XYZ:
```
66
C26H32CrNO5S (ωB97M-V/def2-TZVPD)
O 2.9294 -0.8766 -2.6591
C 4.0255 -1.9363 -2.5783
C 4.5857 -1.7004 -3.9449
H 3.5885 -2.9341 -2.4933
H 4.6934 -1.6883 -1.7466
C 3.5290 -0.6033 -4.0500
H 4.4048 -2.5124 -4.6579
H 5.6219 -1.3647 -3.9371
C 2.5620 -0.8931 -5.1694
H 2.0890 -1.8693 -5.0155
H 3.1195 -0.9490 -6.1138
H 1.8025 -0.1164 -5.2805
C 4.1478 0.7796 -4.1185
H 4.9332 0.8829 -3.3577
H 3.4149 1.5841 -3.9844
H 4.6033 0.9095 -5.1117
Cr 1.7525 -0.1415 -1.3023
C 1.8013 1.4106 0.4553
C 1.7821 0.1392 1.1075
C 2.9024 -0.6348 0.6514
H 1.1362 -0.1427 1.9313
C 3.6777 0.2081 -0.2279
C 2.9604 1.4623 -0.3886
H 3.3100 2.3439 -0.9217
H 1.0715 2.2069 0.6088
H 3.1629 -1.6289 1.0192
H 4.6859 0.0009 -0.5762
C -0.9941 1.1219 -1.7412
C 0.1615 1.8305 -2.1328
C 0.9404 0.9832 -2.9930
H 0.3785 2.8821 -1.9161
C 0.2833 -0.3435 -3.0023
C -0.8941 -0.2208 -2.1969
H -1.6717 -0.9784 -2.1381
H -1.8717 1.5587 -1.2704
H 1.6804 1.3453 -3.6956
H 0.5216 -1.1992 -3.6395
O 1.4631 -5.1393 -3.1613
C 1.4764 -3.9962 -2.2984
C 2.2545 -4.3286 -1.0056
H 0.4505 -3.6715 -2.0503
H 1.9179 -3.1572 -2.8622
C 2.5017 -5.8565 -1.0633
H 1.6685 -4.0913 -0.1100
H 3.1979 -3.7701 -0.9472
C 1.8095 -6.2960 -2.3533
H 2.0440 -6.3540 -0.2060
H 3.5696 -6.0782 -1.0692
H 0.8778 -6.8207 -2.0790
H 2.4032 -6.9782 -2.9766
O -1.2854 1.1910 1.0358
C -1.2984 -0.0508 0.9815
N -0.4125 -0.8381 0.2665
S -0.7273 -2.4223 0.3371
O -1.1554 -2.9488 -0.9468
O 0.3069 -3.1371 1.0556
C -2.1195 -2.2401 1.3807
C -2.9338 -3.2405 1.9060
C -3.9396 -2.8445 2.7988
C -4.1284 -1.4906 3.1245
C -3.3213 -0.5091 2.5503
C -2.3041 -0.9014 1.6766
H -2.7710 -4.2719 1.6123
H -4.5858 -3.5977 3.2417
H -4.9128 -1.2072 3.8214
H -3.4365 0.5526 2.7497
```

Record 6
Formula: C26H32EuNO5S
Source: the OMol25 dataset
Level of theory: ωB97M-V/def2-TZVPD

Properties
Electronic energy in Ha: -2549.4038
Maximum force in eV/Å: 4.7
Charge: -1
HOMO-LUMO gap (alpha / beta) in eV: 5.9479 / 6.3782
2S+1: 8

Geometry as XYZ:
```
66
C26H32EuNO5S (ωB97M-V/def2-TZVPD)
O 1.9773 3.0897 -1.5189
C 3.3114 3.0785 -2.2753
C 3.0840 4.4866 -2.8024
H 3.3139 2.2827 -3.0386
H 4.1487 2.9518 -1.5657
C 1.9702 4.5806 -1.7573
H 2.6549 4.4559 -3.8155
H 3.8526 5.2654 -2.7330
C 0.7116 5.1412 -2.3701
H 0.3335 4.4801 -3.1591
H 0.9741 6.1162 -2.8218
H -0.0594 5.3301 -1.6172
C 2.3802 5.2886 -0.4645
H 3.3259 4.8605 -0.0894
H 1.6129 5.1523 0.3148
H 2.4937 6.3738 -0.6336
Eu 0.9498 1.5440 -0.3093
C 1.3924 -0.0685 2.0180
C 1.9894 -0.8488 0.9751
C 3.2188 -0.2246 0.6015
H 1.5995 -1.7832 0.5506
C 3.3966 0.9255 1.4270
C 2.2611 1.0361 2.2892
H 2.0798 1.7935 3.0519
H 0.4568 -0.3002 2.5297
H 3.9059 -0.6181 -0.1497
H 4.2793 1.5656 1.4361
C -1.5353 1.7853 1.1825
C -0.8464 2.9367 1.6609
C -0.8385 3.9068 0.6197
H -0.4550 3.0632 2.6751
C -1.5064 3.3403 -0.5151
C -1.9186 2.0251 -0.1687
H -2.4716 1.3422 -0.8216
H -1.7630 0.8956 1.7687
H -0.4764 4.9412 0.7032
H -1.7417 3.8484 -1.4600
O 1.2361 2.8521 -5.3294
C 0.4124 1.9775 -4.5253
C 1.2966 0.7522 -4.2528
H -0.5038 1.6578 -5.0733
H 0.0698 2.5154 -3.6234
C 2.1791 0.6323 -5.5109
H 0.6794 -0.1291 -4.1063
H 1.9394 0.9262 -3.3756
C 1.9194 1.9587 -6.2467
H 1.7955 -0.1901 -6.1074
H 3.2280 0.4358 -5.2775
H 1.2322 1.6667 -7.0612
H 2.8074 2.4303 -6.6757
O -1.7400 -1.1616 1.6696
C -1.2942 -1.4720 0.5474
N -0.6403 -0.5900 -0.2859
S -0.4703 -1.1456 -1.8353
O -1.2657 -0.3910 -2.7833
O 0.9605 -1.2457 -2.1119
C -1.1799 -2.6950 -1.4681
C -1.4027 -3.7465 -2.3447
C -1.8898 -4.9494 -1.8178
C -2.0224 -5.1091 -0.4257
C -1.7210 -4.0568 0.4410
C -1.4254 -2.8013 -0.1039
H -1.1860 -3.6068 -3.4025
H -2.1632 -5.7644 -2.4941
H -2.3516 -6.0818 -0.0314
H -1.6868 -4.2008 1.5244
```

Record 7
Formula: C26H32F10N3
Source: the OMol25 dataset
Level of theory: ωB97M-V/def2-TZVPD

Properties
Electronic energy in Ha: -2172.8919
Maximum force in eV/Å: 0.9
Charge: -1
HOMO-LUMO gap in eV: 4.8088

Geometry as XYZ:
```
71
C26H32F10N3 (ωB97M-V/def2-TZVPD)
F 1.8525 -1.4334 -0.5535
C 2.5537 -0.2771 -0.3811
F 2.3118 0.1202 0.8922
F 3.8619 -0.6485 -0.4123
C 2.2179 0.7602 -1.3950
C 2.8715 0.7378 -2.6366
C 2.5336 1.7047 -3.6055
C 1.5585 2.6643 -3.3268
C 0.8958 2.6843 -2.0745
C -0.1573 3.7526 -1.8362
F -0.5112 3.7146 -0.4943
F 0.6119 4.9820 -1.9122
C -1.3153 3.6991 -2.7387
C -2.6042 4.2946 -2.1781
C -3.8110 3.3438 -2.0388
C -3.5462 2.0496 -1.2667
C -4.5777 0.9717 -1.5589
F -5.7418 1.4546 -2.0887
F -4.9549 0.3187 -0.4099
C -4.1002 -0.1306 -2.5213
F -5.0368 -1.0878 -2.6632
F -2.9915 -0.7194 -2.0573
F -3.8442 0.3681 -3.7292
C 1.2369 1.7243 -1.1056
H 3.6269 -0.0072 -2.8494
H 3.0321 1.7110 -4.5661
H 1.2788 3.4055 -4.0647
H -1.0173 4.2627 -3.6278
H -2.9493 5.0541 -2.8912
H -2.4624 4.8208 -1.2276
H -4.1439 3.1079 -3.0490
H -4.6036 3.8777 -1.5069
H -3.6166 2.2298 -0.1949
H -2.5498 1.6648 -1.4857
H 0.7318 1.7431 -0.1498
C 5.2659 -3.9971 0.2028
C 6.7753 -4.2010 0.2035
C 7.5467 -2.9246 -0.1524
C 7.2312 -2.4584 -1.5034
N 6.9887 -2.0947 -2.5573
H 4.9031 -3.7036 -0.7826
H 4.7534 -4.9169 0.4851
H 4.9755 -3.2188 0.9102
H 7.0479 -4.9889 -0.5015
H 7.0989 -4.5328 1.1921
H 8.6223 -3.0999 -0.1053
H 7.3081 -2.1250 0.5509
C -4.4335 -2.6414 0.9409
C -3.1614 -3.3729 1.3378
C -3.2445 -4.0480 2.7123
C -3.4753 -3.0925 3.7970
N -3.6554 -2.3482 4.6436
H -4.6512 -1.8211 1.6258
H -4.3321 -2.2142 -0.0537
H -5.2926 -3.3173 0.9325
H -2.3255 -2.6770 1.3308
H -2.9371 -4.1459 0.6000
H -2.3173 -4.5792 2.9332
H -4.0570 -4.7773 2.7296
C -0.0524 -0.0952 4.4055
C 0.6861 1.1805 4.0175
C -0.2610 2.3589 3.7624
C -1.1837 2.0698 2.6662
N -1.8577 1.8357 1.7766
H -0.7164 -0.4260 3.6067
H 0.6535 -0.9021 4.6046
H -0.6564 0.0536 5.3028
H 1.2824 1.0034 3.1210
H 1.3790 1.4642 4.8127
H 0.2999 3.2569 3.5010
H -0.8475 2.5782 4.6567
```